(1)
The following is a DFT calculation (ωB97M-V/def2-TZVPD) of a gas-phase ion, C3H3O2S (charge -1) in a non-equilibrium geometry.

```
9
C3H3O2S ωB97M-V/def2-TZVPD
S 1.67346 1.56726 2.08976
O -0.69852 1.27429 0.46582
O 1.15424 0.16148 -0.00681
C 2.00533 1.19760 0.48877
C -0.83566 -0.93099 -0.58131
C -0.10772 0.31349 0.04147
H -1.48855 -1.59969 0.02412
H -1.56552 -0.37600 -1.25443
H -0.13707 -1.60744 -1.26738
```

Net charge   -1
Gap between HOMO and LUMO   0.23686 hartree
HOMO level   -2.48 eV
Energy relative to the best compared isomer or geometry (same formula, charge and spin)   57.8 kcal/mol

***

(2)
The following is a DFT calculation (ωB97M-V/def2-TZVPD) of a single C19H21ClN6O3S2 molecule in a non-equilibrium geometry.

```
52
C19H21ClN6O3S2 ωB97M-V/def2-TZVPD
Cl 6.37906 -3.32688 -0.21466
S -4.45928 1.71882 0.33757
S 2.94423 1.88102 0.24166
O 3.30010 2.55968 1.45304
O -2.55442 1.70848 -1.79106
O 3.04249 2.62023 -0.99042
N -2.28754 0.25123 0.92534
N -0.77743 2.53128 -0.68676
N -2.77842 -3.10242 0.35911
N 1.42975 1.20528 0.47303
N -3.94883 -1.00765 0.24603
N -1.82530 -1.00198 0.91222
C 0.51245 1.97236 1.28838
C 0.81630 0.69282 -0.73372
C 4.75927 0.21617 -1.00063
C -5.05404 -2.94643 -0.35899
C -6.26969 -0.73851 -0.51154
C -2.09552 2.29529 -0.82814
C -3.02922 2.83305 0.25732
C 5.52264 -0.93482 -1.09981
C 3.83662 -0.56182 1.08464
C -3.84868 -5.15925 -0.23552
C 0.14802 1.81140 -1.54508
C 3.92619 0.39084 0.08726
C -3.53580 0.25949 0.52857
C 4.59395 -1.71592 0.99458
C -2.79278 -1.78472 0.51479
C -3.86854 -3.67829 -0.06193
C -5.09126 -1.59192 -0.20715
C 5.43291 -1.89218 -0.09878
C -0.10421 3.10614 0.45738
H 4.53889 -2.47389 1.75976
H 1.59553 0.21073 -1.32575
H -6.02613 -0.04488 -1.31582
H -2.58205 2.85147 1.24670
H -7.11311 -1.35364 -0.81123
H -2.87137 -5.54330 0.03879
H 6.18035 -1.09077 -1.94025
H -3.41914 3.81390 -0.01478
H -6.54432 -0.14212 0.35801
H -0.27143 1.29282 1.63585
H 1.08177 2.37147 2.12741
H -0.77669 3.71979 1.05276
H 0.07270 -0.05086 -0.43078
H -5.92547 -3.47105 -0.71467
H 4.79791 0.98528 -1.75592
H 3.17380 -0.38924 1.91652
H 0.91085 2.50446 -1.90909
H -0.41435 1.39682 -2.38224
H -4.06334 -5.41712 -1.27133
H -4.61060 -5.62027 0.39090
H 0.70516 3.74305 0.08180
```

Net charge   0
SMILES   Cc1cc(C)n2c(SCC(=O)N3CCN(S(=O)(=O)c4ccc(Cl)cc4)CC3)nnc2n1
Gap between HOMO and LUMO   0.31015 hartree
HOMO level   -8.25 eV

***

(3)
The following is a DFT calculation (ωB97M-V/def2-TZVPD) of 2 unconnected molecules or ions with the total composition C6H9NO in a non-equilibrium geometry.

```
17
C6H9NO ωB97M-V/def2-TZVPD
O 1.95011 -0.36271 1.72150
N 0.12967 0.21130 -1.18761
C -0.49281 1.27018 0.96931
C -0.54149 0.17734 0.00650
C -0.68777 -1.84601 -1.00409
C 0.00588 -0.99247 -1.81887
C -0.19886 2.52694 0.64455
C -1.06402 -1.08061 0.13994
H -0.10540 3.26693 1.43282
H -1.57966 -1.45206 1.01423
H -0.78886 -2.91846 -1.00849
H -0.00984 2.91682 -0.34893
H 1.08566 -0.74237 1.90326
H 0.65426 0.98824 -1.54381
H 0.28119 -1.08124 -2.85921
H -0.86263 1.05823 1.95177
H 2.42244 -1.05088 1.24426
```

Net charge   0
SMILES   C=Cc1ccc[nH]1.O
Gap between HOMO and LUMO   0.32517 hartree
HOMO level   -7.94 eV
Energy relative to the best compared isomer or geometry (same formula, charge and spin)   23.8 kcal/mol

***

(4)
The following is a DFT calculation (ωB97M-V/def2-TZVPD) of a single C7H10 molecule.

```
17
C7H10 ωB97M-V/def2-TZVPD
C 0.97121 -0.72223 1.22014
C 0.12486 1.04059 -0.40916
C 1.30535 0.50080 0.42148
C -1.43020 -0.50467 -0.43029
C -0.02174 -0.35603 -1.06880
C 1.18798 -0.85758 -0.25491
C -1.30582 0.93994 0.15171
H 1.78869 -1.09616 1.83194
H -0.00767 -0.86401 1.67289
H -2.23513 -0.61051 -1.16387
H 1.97898 -1.48775 -0.65206
H 0.36420 1.95561 -0.95325
H -1.52470 -1.32825 0.28508
H -1.38310 1.11937 1.22776
H -1.99428 1.62533 -0.35295
H 0.06021 -0.50126 -2.14884
H 2.20270 1.07483 0.63013
```

Net charge   0
SMILES   C1C[C@H]2[C@@H]1[C@H]1C[C@@H]21
Gap between HOMO and LUMO   0.37966 hartree
HOMO level   -9.09 eV
Energy relative to the best compared isomer or geometry (same formula, charge and spin)   59.1 kcal/mol

***

(5)
The following is a DFT calculation (ωB97M-V/def2-TZVPD) of 2 unconnected molecules or ions with the total composition C2H6SSi in a non-equilibrium geometry.

```
10
C2H6SSi ωB97M-V/def2-TZVPD
S -2.39110 0.80778 -0.21893
Si 1.32354 1.32381 -0.08207
C -0.65715 -1.41656 0.27990
C -1.01925 -0.02528 0.03916
H 1.84012 1.28048 1.23346
H -1.54623 -2.15294 0.22536
H 0.05540 -1.49019 0.99062
H 1.45886 0.66442 -1.31615
H 1.05468 2.70684 -0.40745
H -0.11886 -1.69835 -0.74390
```

Net charge   0
Gap between HOMO and LUMO   0.26450 hartree
HOMO level   -7.26 eV
Energy relative to the best compared isomer or geometry (same formula, charge and spin)   110.6 kcal/mol

***

(6)
The following is a DFT calculation (ωB97M-V/def2-TZVPD) of a molecular structure, C46H43AsBrN3O5W in a non-equilibrium geometry.

```
100
C46H43AsBrN3O5W ωB97M-V/def2-TZVPD
W 0.12670 -1.52409 -0.38509
Br -0.20746 -4.64511 2.80982
As -0.11917 0.94661 0.12346
O 0.14670 -3.06997 -1.58442
O 0.17956 -1.28158 1.56565
O 0.79519 -0.69246 -2.01066
O 0.50025 -0.92738 -4.95312
O -1.00880 -3.04405 0.25223
N 2.42466 -1.59053 1.38636
N 2.09397 -1.57280 0.04553
N -1.31456 -0.21524 -0.60359
C 2.79233 -1.59313 5.58844
C 1.53763 -1.39808 -4.20824
C -1.18615 3.28800 3.47044
C -0.53327 2.66171 2.42382
C -0.78055 -0.75387 -4.36492
C 2.54480 -1.97940 -4.97227
C -4.02009 0.87212 -2.91127
C -2.37816 -0.21682 -1.50235
C 1.37356 -1.40016 2.13129
C -1.20839 3.55834 -1.14281
C 0.39525 -0.93964 4.35102
C -1.13573 4.53000 -2.13735
C -4.66096 -0.33450 -3.14369
C -1.12599 1.56655 1.76479
C 1.01731 -4.48313 0.16858
C 2.02899 -4.88375 -0.73801
C -2.99622 -0.25398 1.86600
C -2.89446 0.93465 -2.10692
C 1.69757 -1.20655 6.35206
C -2.30638 1.01418 2.30501
C -2.92866 1.68540 3.36019
C -2.41855 3.55815 -0.24211
C 3.24672 -5.98162 1.01026
C 1.05546 3.82307 -2.73174
C 2.24511 -5.66047 1.91340
C -3.01810 -1.44108 -1.77206
C 1.13497 -4.94330 1.51288
C 0.50335 -0.87244 5.72911
C 3.02197 -1.94707 -0.80514
C -0.14407 2.66311 -0.98668
C 3.83128 -2.47527 -3.02477
C 0.83618 3.14764 2.01304
C -3.17183 3.59260 4.98637
C -0.01618 -3.64668 -0.38673
C 1.67513 -1.33384 -2.81125
C -4.14641 -1.48913 -2.57096
C 3.12185 -5.60473 -0.32051
C 3.68907 -2.50177 -4.38889
C 2.28326 2.06036 -1.46469
C 2.83429 -1.90989 -2.21450
C 2.69752 -1.64811 4.21043
C 1.49392 -1.32254 3.58357
C 1.02638 2.84808 -1.74557
C -0.03552 4.64975 -2.97178
C -2.41970 2.84222 3.92250
C -0.01333 5.63316 -4.10801
H 0.84027 3.42992 0.95906
H 1.14293 3.99843 2.61767
H 0.95266 6.13386 -4.17437
H -4.63933 -2.43905 -2.73700
H -0.18063 5.10863 -5.05107
H 1.56419 2.34171 2.14423
H -3.85623 1.27846 3.74795
H -2.21573 4.18492 0.62959
H 1.77553 -1.17399 7.43103
H -3.28737 3.96750 -0.75688
H -2.57727 3.68910 5.89626
H 2.56583 2.18104 -0.41605
H 3.95142 -2.31916 -0.38717
H -2.30057 -1.05731 1.66795
H 1.95252 3.94722 -3.32887
H 3.88841 -5.88278 -1.03274
H -5.54915 -0.37514 -3.76034
H -0.53845 -0.69465 3.85974
H -4.40475 1.78502 -3.34974
H -4.10504 3.08865 5.23227
H 4.70646 -2.90112 -2.54841
H 3.72383 -1.84955 6.07645
H 2.40067 -2.01569 -6.04341
H -3.66499 -0.58963 2.66019
H -2.38986 1.87285 -1.94067
H -2.64348 -2.34571 -1.31663
H 2.31882 -5.97922 2.94416
H 4.45424 -2.94660 -5.01070
H -2.64809 2.56035 0.11920
H -1.97112 5.21080 -2.26065
H -1.02148 -1.58005 -3.70019
H -0.84721 0.18719 -3.82523
H 4.11244 -6.53835 1.34226
H -3.40577 4.59931 4.63623
H -1.49785 -0.74413 -5.18480
H -3.60251 -0.09033 0.97547
H 2.13987 0.99841 -1.65969
H -0.72483 4.14856 3.94468
H 3.10250 2.41311 -2.08923
H 1.91551 -4.58053 -1.76972
H 3.54038 -1.94272 3.60067
H -0.34720 -0.55759 6.31965
H -0.79189 6.38666 -3.99738
```

Net charge   0
Gap between HOMO and LUMO (alpha / beta)   0.20517 / 0.24105 hartree
HOMO level (alpha / beta)   -6.29 / -7.66 eV
2S+1   3